A single C25H25N3O4 molecule at a distorted geometry, computed with ωB97M-V/def2-TZVPD.

The strongest force on any atom comes out at 1.26 eV/Å. The value obtained for the LUMO energy is 0.5316 eV. The HOMO energy is -7.923 eV. The HOMO-LUMO gap is 8.4546 eV.

Atoms and positions in Å:
C 2.07385 4.39020 -0.17073
O 3.27958 3.99074 0.43808
C 3.76379 2.74734 0.18794
C 4.91958 2.38967 0.88314
C 5.44727 1.12740 0.72609
C 4.84682 0.19771 -0.11367
C 5.37668 -1.18927 -0.14579
O 6.53652 -1.49831 -0.31486
N 4.43306 -2.15690 0.10551
N 3.17773 -1.81794 0.38645
C 2.20457 -2.62416 0.55390
C 2.28083 -4.12777 0.51154
C 0.90828 -1.97022 0.75472
C -0.30249 -2.64932 0.62214
C -1.50331 -1.97769 0.73559
C -1.53146 -0.60662 0.97998
N -2.77488 0.02312 1.07122
C -3.05480 1.35500 1.03870
O -2.23208 2.23660 0.94829
C -4.55531 1.63557 1.14711
C -5.35399 0.75577 0.23032
C -6.05223 -0.34406 0.71642
C -6.75206 -1.17145 -0.14558
C -6.75687 -0.91210 -1.50491
C -6.06184 0.17994 -1.99862
C -5.36451 1.00689 -1.13748
C -0.32748 0.07784 1.13677
C 0.86637 -0.59894 1.02756
C 3.73015 0.57898 -0.87237
O 3.26462 -0.32674 -1.77179
C 2.07047 -0.05070 -2.46058
C 3.18791 1.84816 -0.70410
H 1.24679 3.72460 0.09509
H 1.86841 5.38785 0.21391
H 2.16960 4.43893 -1.26035
H 5.36781 3.10931 1.54796
H 6.32660 0.83138 1.27709
H 4.74581 -3.12779 0.04615
H 1.63787 -4.55859 1.27525
H 3.29768 -4.47343 0.68928
H 1.96038 -4.49586 -0.46327
H -0.31855 -3.70660 0.40735
H -2.43405 -2.51724 0.62175
H -3.57089 -0.60271 1.05801
H -4.84888 1.47486 2.18741
H -4.70455 2.68892 0.90621
H -6.06147 -0.54777 1.77913
H -7.29516 -2.01866 0.24677
H -7.30275 -1.55665 -2.17730
H -6.06436 0.38755 -3.05832
H -4.82134 1.85764 -1.52235
H -0.33982 1.13550 1.33928
H 1.80012 -0.07316 1.14780
H 1.23846 0.11317 -1.76814
H 2.17683 0.81349 -3.12487
H 1.86721 -0.93636 -3.06100
H 2.31345 2.13289 -1.26384